10 unconnected molecules or ions with the total composition C30H45F15O30S5, computed with the ωB97M-V functional and the def2-TZVPD basis.

The geometry in XYZ format:
```
125
Properties=species:S:1:pos:R:3:forces:R:3:mulliken_charge:R:1
C 4.179 -6.397 0.431 -0.1 0.7 -0.2 -1.11
C 4.173 -5.327 -0.655 0.8 -0.3 -0.4 -0.16
O 4.305 -3.983 -0.071 0.1 2.0 -1.2 -0.14
C 4.374 -2.855 -0.894 -1.5 -3.3 -5.3 0.34
O 4.161 -2.857 -2.163 1.0 0.0 6.2 -0.60
C 4.764 -1.561 -0.199 0.3 0.9 0.2 0.94
F 3.905 -0.579 -0.474 0.0 -0.3 -0.1 -0.19
F 4.835 -1.711 1.128 0.2 0.1 -0.2 -0.23
F 5.948 -1.125 -0.675 -0.1 -0.6 0.4 -0.28
H 3.159 -6.556 0.780 0.3 -0.2 0.5 0.23
H 4.897 -6.120 1.203 -0.4 0.1 0.3 0.34
H 4.586 -7.311 -0.001 -0.3 -0.1 -0.1 0.35
H 3.294 -5.432 -1.291 0.1 0.5 0.0 0.19
H 5.061 -5.553 -1.245 0.0 0.7 -0.4 0.41
C -0.084 -4.358 0.732 0.8 0.3 -0.5 -1.00
C 0.449 -4.737 -0.666 -0.8 -0.5 1.4 0.38
O 0.626 -3.590 -1.504 -0.6 0.5 -1.7 0.24
C 0.815 -3.851 -2.820 1.6 -4.7 0.7 0.20
O 1.087 -5.002 -3.269 -1.5 4.4 1.5 -0.60
C 0.840 -2.646 -3.752 0.8 0.7 0.3 0.68
F -0.272 -2.644 -4.481 0.1 -0.3 -0.6 -0.23
F 0.886 -1.437 -3.155 0.2 -0.7 0.1 -0.15
F 1.956 -2.773 -4.489 -1.0 0.3 -0.1 -0.25
H 0.669 -3.666 1.109 -0.3 0.2 0.6 0.06
H -0.100 -5.264 1.338 0.3 -0.1 0.0 0.56
H -1.095 -3.962 0.825 0.2 0.3 -0.5 -0.06
H -0.272 -5.446 -1.073 0.5 0.0 -0.6 0.44
H 1.435 -5.166 -0.489 -0.2 -0.3 -0.4 -0.36
C 8.833 4.765 -0.045 0.1 -0.3 0.1 -1.13
C 8.171 4.053 1.133 1.9 0.5 0.4 -0.24
O 6.796 3.981 0.882 -2.6 -0.2 -1.1 -0.18
C 5.865 3.810 1.835 1.6 -0.2 -1.6 0.08
O 6.132 3.787 2.977 -0.3 0.0 2.5 -0.53
C 4.424 3.548 1.304 1.7 -0.3 -1.5 1.21
F 4.428 3.600 -0.028 -0.3 0.5 -0.3 -0.29
F 3.985 2.356 1.624 0.1 -1.2 0.8 -0.28
F 3.579 4.407 1.800 -0.9 1.4 0.5 -0.25
H 8.443 4.330 -0.965 -0.3 0.6 -0.1 0.31
H 9.908 4.603 -0.131 0.1 -0.3 0.6 0.39
H 8.738 5.841 0.097 -0.5 0.0 -0.6 0.30
H 8.381 4.639 2.028 -0.2 -0.3 0.3 0.30
H 8.594 3.055 1.253 -0.3 -0.1 0.1 0.29
C 0.325 4.463 -2.612 1.5 0.9 1.5 -1.02
C -0.847 4.402 -1.701 -2.0 -1.9 -0.6 0.17
O -1.049 5.454 -0.762 1.2 0.7 2.0 -0.35
C -0.356 5.467 0.421 1.3 -0.1 -1.7 0.23
O 0.592 4.758 0.767 -2.8 1.4 -0.4 -0.41
C -0.774 6.816 1.155 1.4 -1.2 -1.2 0.85
F 0.127 7.738 0.842 0.5 0.3 -0.2 -0.26
F -1.934 7.247 0.785 -1.5 0.3 -0.1 -0.23
F -0.736 6.657 2.461 -0.1 -0.4 1.5 -0.24
H 0.467 3.571 -3.222 -0.3 0.2 0.0 0.36
H 1.139 4.537 -1.890 0.8 -0.2 -0.4 0.16
H 0.367 5.401 -3.166 -0.3 -0.2 -0.3 0.37
H -0.942 3.492 -1.109 0.7 -0.3 -0.1 0.04
H -1.738 4.358 -2.327 -0.4 0.5 0.3 0.31
C 1.954 -2.634 5.435 -0.7 -1.2 -1.0 -1.28
C 1.475 -2.194 4.025 1.9 0.8 1.6 0.07
O 0.057 -2.113 3.933 -1.4 1.4 -0.5 -0.23
C -0.552 -1.038 4.491 3.1 0.3 3.2 0.24
O -0.094 -0.357 5.446 -1.6 -1.9 -3.8 -0.60
C -1.917 -0.722 3.893 -1.7 -0.9 0.1 1.02
F -2.792 -0.399 4.848 -0.1 -1.0 0.6 -0.28
F -1.878 0.375 3.179 0.6 0.9 -1.2 -0.15
F -2.437 -1.743 3.134 0.8 1.2 0.9 -0.20
H 1.176 -2.490 6.185 0.4 0.8 0.1 0.34
H 2.933 -2.205 5.647 -0.3 0.1 0.3 0.34
H 2.036 -3.721 5.432 0.4 -0.1 -0.1 0.37
H 1.939 -2.795 3.243 -1.0 -0.5 -0.1 0.44
H 1.930 -1.224 3.828 -0.5 0.4 0.0 0.02
C -1.019 0.051 -1.211 0.3 0.5 0.5 0.92
C -1.414 -0.459 0.184 -0.6 -1.5 -1.0 0.63
O -0.571 0.214 1.100 0.6 0.9 1.1 -0.54
S 0.924 0.416 0.578 -1.1 -2.1 -1.9 0.34
O 1.735 -0.794 0.809 -2.1 2.8 -0.4 -0.15
O 1.389 1.701 1.039 -0.6 -1.3 -0.6 0.01
O 0.327 0.469 -1.021 3.1 0.6 1.4 -0.37
H -1.586 0.939 -1.490 -0.2 0.1 0.2 0.13
H -1.022 -0.584 -2.097 -0.2 -0.6 0.6 -0.73
H -1.253 -1.522 0.366 0.0 -0.1 -0.5 -0.17
H -2.475 -0.284 0.363 0.3 0.4 0.5 -0.02
C -7.468 -0.818 -0.768 2.0 0.7 0.6 -0.34
C -6.398 -1.685 -0.023 -1.7 -1.2 -0.8 -0.21
O -5.235 -0.923 0.098 1.3 1.9 -0.4 -0.19
S -4.956 -0.089 -1.287 -1.3 1.8 1.5 0.92
O -4.340 -0.922 -2.279 -0.5 0.7 0.9 -0.15
O -4.391 1.260 -0.982 -1.5 -3.9 -0.7 -0.60
O -6.576 0.062 -1.572 0.5 -0.1 -0.6 -0.44
H -8.011 -0.142 -0.107 0.2 0.0 0.2 0.30
H -8.222 -1.343 -1.354 0.6 -0.1 -0.4 0.30
H -6.124 -2.575 -0.589 -0.3 -0.1 -0.2 0.01
H -6.782 -2.040 0.934 0.4 0.4 0.2 0.37
C -4.726 -4.147 -3.175 1.7 0.7 -1.4 -0.27
C -3.196 -3.836 -3.452 -1.3 -1.6 -2.3 -0.62
O -2.628 -3.458 -2.289 0.5 1.4 4.9 0.32
S -3.390 -4.089 -0.949 0.0 -0.6 -0.8 0.85
O -3.473 -3.091 0.135 0.1 -2.4 -2.8 -0.31
O -2.884 -5.437 -0.681 -0.8 2.8 -0.3 -0.59
O -4.837 -4.281 -1.771 0.6 0.2 1.4 -0.46
H -5.046 -4.991 -3.786 0.0 -0.5 0.8 0.38
H -5.297 -3.306 -3.568 -0.2 0.3 0.7 0.19
H -3.127 -3.066 -4.221 0.2 0.3 0.3 0.20
H -2.572 -4.677 -3.754 -0.7 -0.5 -0.7 0.43
C 1.047 4.108 4.253 -0.7 0.2 0.5 -0.13
C -0.274 3.595 3.663 0.0 0.1 1.9 0.35
O -0.925 3.053 4.821 -0.4 0.5 0.5 -0.20
S -0.704 4.039 6.191 -0.5 -0.9 1.7 1.08
O -0.789 3.317 7.465 0.8 1.5 -4.2 -0.41
O -1.417 5.282 6.046 1.0 -1.5 -0.6 -0.40
O 0.854 4.312 5.671 -0.5 0.1 -0.6 -0.23
H 1.503 4.963 3.754 0.0 0.2 0.3 0.42
H 1.741 3.270 4.185 0.4 -0.5 0.0 0.28
H -0.246 2.926 2.802 0.2 -0.5 0.3 -0.05
H -0.856 4.463 3.355 -0.3 0.7 -0.2 0.21
C -5.640 1.204 -4.945 0.7 -1.7 -0.7 -0.12
C -4.659 2.322 -4.834 -0.3 2.4 -1.1 -0.55
O -3.428 1.828 -4.418 2.3 -1.9 0.3 -0.21
S -3.132 0.456 -5.300 -1.0 -1.6 0.4 0.85
O -2.329 -0.491 -4.513 -1.8 2.4 -1.5 -0.31
O -2.784 0.654 -6.715 -1.0 0.2 3.2 -0.58
O -4.784 0.043 -5.126 2.2 -0.4 -0.6 -0.35
H -6.243 1.207 -5.853 -0.3 0.6 0.3 0.30
H -6.218 1.023 -4.039 0.0 0.1 -0.1 0.10
H -5.024 3.111 -4.176 0.4 -0.1 0.3 0.35
H -4.372 2.793 -5.774 -1.0 0.2 -0.5 0.40
```
Forces are in eV/Å.

Its net charge is +1. The expectation value of S² is 0.757. The value obtained for the HOMO energy (spin up / spin down) is -12.60 / -12.60 eV. Its largest force on an atom is 6.4 eV/Å. The calculation puts the energy above the lowest of the compared OMol25 structures with the same formula, charge and spin at 0.000 eV. As for the gap between HOMO and LUMO (spin up / spin down): 9.19 / 2.85 eV. Its multiplicity is 2. As for the total energy: -6915.66808 Ha.